[1]
C18H18ClF16I2NO3P | the ωB97M-V functional and the def2-TZVPD basis

Last column: Mulliken charge in e.
CARTESIAN COORDINATES (ANGSTROEM)
C -1.428 -5.956 -3.684  -0.99
C -0.613 -5.578 -4.955  -0.69
I -1.994 -5.776 -6.637  0.15
C -0.090 -4.100 -4.963  -0.78
I -1.781 -2.778 -5.340  0.34
C 0.577 -3.674 -3.668  0.79
C 0.813 -2.336 -3.427  -0.85
C 1.409 -1.914 -2.266  -0.25
C 1.772 -2.864 -1.304  -0.49
C 1.516 -4.163 -1.554  -0.05
P 1.943 -5.472 -0.293  0.23
O 0.708 -5.286 0.774  -0.40
Cl 1.535 -7.273 -1.239  -0.21
N 0.950 -4.529 -2.721  0.23
H -2.403 -6.377 -3.915  0.45
H -0.843 -6.660 -3.073  0.28
H -1.583 -5.071 -3.052  0.29
H 0.157 -6.320 -5.175  0.58
H 0.614 -4.003 -5.795  0.45
H 0.520 -1.582 -4.146  0.50
H 1.589 -0.860 -2.079  0.51
H 2.254 -2.581 -0.373  0.46
H 0.013 -4.750 0.358  0.36
H 0.801 -5.528 -2.877  0.06
C 1.862 4.199 -2.318  -0.72
C 2.380 4.934 -1.065  0.88
C 3.491 4.257 -0.256  0.09
F 3.111 3.061 0.238  -0.19
F 3.818 5.037 0.796  -0.27
F 1.333 5.238 -0.269  -0.25
F 2.890 6.118 -1.501  -0.32
O 0.657 3.436 -2.204  -0.40
C 0.672 2.139 -1.751  0.75
C -0.078 1.971 -0.427  0.41
F 0.438 2.758 0.523  -0.26
F 0.030 0.680 0.005  -0.26
F 1.939 1.667 -1.693  -0.31
F 0.035 1.388 -2.688  -0.34
H 1.596 4.988 -3.020  0.40
H 2.651 3.632 -2.812  0.33
H 4.387 4.119 -0.868  0.26
H -1.134 2.217 -0.545  0.25
C -2.844 1.986 6.184  -0.72
C -1.444 2.463 6.620  0.88
C -1.059 3.912 6.307  0.09
F -1.057 4.169 4.986  -0.20
F 0.193 4.150 6.761  -0.27
F -0.516 1.610 6.131  -0.26
F -1.404 2.340 7.976  -0.32
O -2.958 1.250 4.965  -0.39
C -3.073 1.899 3.751  0.76
C -1.875 1.629 2.836  0.29
F -0.719 1.999 3.409  -0.22
F -2.005 2.340 1.685  -0.27
F -3.298 3.213 3.925  -0.27
F -4.175 1.399 3.145  -0.30
H -3.147 1.267 6.944  0.40
H -3.583 2.786 6.239  0.34
H -1.739 4.610 6.803  0.27
H -1.808 0.567 2.591  0.22

Computed properties:
**LUMO energy**: -4.542 eV
**Charge**: +1

=====

[2]
C44H34InO6P2S | the ωB97M-V functional and the def2-TZVPD basis

Last column: Mulliken charge in e.
CARTESIAN COORDINATES (ANGSTROEM)
C 2.699 -4.700 0.833  -0.99
P 2.476 -3.117 -0.118  0.06
C 2.851 -3.492 -1.913  -1.16
In 0.075 -2.354 -0.121  0.48
P -1.522 -4.336 -0.618  -0.04
S -0.611 -6.110 -0.513  -0.49
H 3.248 -4.480 1.745  0.29
H 3.299 -5.390 0.240  0.29
H 1.773 -5.200 1.092  0.34
H 3.559 -2.744 -2.257  0.28
H 3.229 -4.500 -2.058  0.33
H 1.963 -3.392 -2.531  0.40
H -0.420 -1.510 1.350  -0.34
H -0.059 -1.207 -1.479  -0.31
H -2.039 -4.208 -1.924  0.04
H -2.620 -4.294 0.270  0.08
C 9.781 1.714 4.604  -0.46
C 8.468 2.098 4.858  -0.48
C 7.419 1.427 4.255  -0.55
C 7.676 0.375 3.386  0.14
C 8.992 0.002 3.116  0.22
C 10.043 0.670 3.735  -0.58
C 9.297 -1.098 2.155  0.63
O 10.447 -1.420 1.930  -0.68
C 8.154 -1.773 1.485  0.16
C 8.414 -2.762 0.546  -0.58
C 7.364 -3.410 -0.082  -0.76
C 6.048 -3.083 0.229  -0.07
C 5.780 -2.094 1.160  -0.30
C 6.830 -1.431 1.785  0.03
C 6.525 -0.347 2.759  0.54
O 5.386 -0.044 3.041  -0.68
H 10.600 2.235 5.082  0.39
H 8.265 2.922 5.531  0.39
H 6.395 1.713 4.450  0.51
H 11.059 0.366 3.526  0.47
H 9.439 -3.016 0.312  0.46
H 7.569 -4.177 -0.817  0.40
H 5.227 -3.590 -0.260  0.13
H 4.753 -1.838 1.389  0.60
C -4.941 4.752 -1.224  -0.44
C -5.103 5.480 -0.050  -0.56
C -4.094 5.508 0.896  -0.60
C -2.919 4.798 0.680  0.21
C -2.764 4.050 -0.488  0.35
C -3.773 4.041 -1.443  -0.50
C -1.531 3.240 -0.728  0.57
O -1.400 2.602 -1.750  -0.68
C -0.477 3.248 0.327  0.25
C 0.662 2.467 0.159  -0.63
C 1.655 2.478 1.124  -0.72
C 1.520 3.271 2.258  -0.51
C 0.388 4.047 2.434  -0.62
C -0.617 4.035 1.475  0.27
C -1.838 4.855 1.704  0.57
O -1.955 5.551 2.692  -0.69
H -5.727 4.733 -1.966  0.39
H -6.020 6.026 0.125  0.40
H -4.208 6.075 1.809  0.47
H -3.639 3.470 -2.351  0.50
H 0.769 1.846 -0.720  0.51
H 2.535 1.863 0.995  0.55
H 2.300 3.276 3.008  0.45
H 0.273 4.662 3.315  0.46
C -3.810 -1.784 -0.842  0.03
C -3.649 -0.405 -0.891  -0.88
C -4.632 0.387 -1.456  -0.33
C -5.777 -0.197 -1.985  0.05
C -5.929 -1.588 -1.952  0.56
C -4.944 -2.377 -1.371  -0.78
C -7.124 -2.241 -2.547  0.58
O -7.274 -3.445 -2.519  -0.67
C -8.150 -1.367 -3.195  0.12
C -9.251 -1.955 -3.803  -0.57
C -10.217 -1.163 -4.398  -0.45
C -10.092 0.222 -4.382  -0.52
C -8.994 0.813 -3.781  -0.44
C -8.016 0.021 -3.192  0.16
C -6.825 0.676 -2.574  0.47
O -6.725 1.888 -2.564  -0.67
H -3.033 -2.388 -0.390  -0.10
H -2.750 0.045 -0.490  0.46
H -4.517 1.458 -1.494  0.52
H -5.069 -3.451 -1.340  0.52
H -9.340 -3.033 -3.807  0.47
H -11.072 -1.624 -4.876  0.39
H -10.851 0.840 -4.843  0.40
H -8.884 1.888 -3.766  0.47

Computed properties:
**LUMO energy**: 0.703 eV
**Charge**: -1

=====

[3]
C25H36F17N2O4 | the ωB97M-V functional and the def2-TZVPD basis

Last column: Mulliken charge in e.
CARTESIAN COORDINATES (ANGSTROEM)
C -1.817 -2.837 2.332  -1.55
C -0.623 -1.841 2.305  1.83
C -0.703 -1.136 3.665  -1.74
C 0.747 -2.534 2.257  -3.10
C 1.278 -2.926 0.856  4.13
C 0.587 -4.270 0.463  -1.54
C -0.039 -4.378 -0.923  -1.37
C -1.432 -3.815 -1.025  0.58
F -2.271 -4.651 -0.321  -0.41
C 2.791 -3.252 0.907  -2.04
C 3.696 -2.209 1.598  0.16
C 4.131 -2.783 2.942  0.09
N 3.657 -2.192 4.133  -0.63
O 4.822 -3.717 3.012  -0.50
C 1.106 -1.741 -0.123  -2.87
C 0.329 -0.518 0.417  2.52
C -0.176 0.203 -0.850  -2.15
C 1.240 0.485 1.151  -1.37
N -0.876 -0.895 1.183  0.80
O -1.497 0.175 1.535  -0.73
H -2.513 -2.503 3.088  0.40
H -2.367 -2.849 1.408  0.28
H -1.497 -3.817 2.649  0.33
H -1.671 -0.706 3.844  0.44
H 0.120 -0.454 3.835  0.24
H -0.588 -1.934 4.393  0.44
H 0.629 -3.445 2.829  0.92
H 1.445 -1.922 2.810  -0.35
H 1.309 -5.070 0.528  0.50
H -0.170 -4.547 1.178  0.56
H 0.566 -3.888 -1.678  0.42
H -0.093 -5.410 -1.242  0.61
H -1.430 -2.809 -0.609  -0.29
H -1.811 -3.762 -2.038  0.40
H 2.959 -4.191 1.410  0.77
H 3.101 -3.395 -0.119  0.57
H 4.612 -2.075 1.042  0.42
H 3.203 -1.276 1.818  -0.16
H 3.182 -1.321 3.927  0.34
H 3.007 -2.808 4.598  0.30
H 2.077 -1.331 -0.353  0.52
H 0.661 -1.980 -1.080  0.41
H -0.506 1.207 -0.645  0.38
H -1.059 -0.339 -1.167  0.50
H 0.531 0.133 -1.665  0.40
H 0.948 1.474 0.836  0.22
H 1.180 0.454 2.230  0.03
H 2.263 0.383 0.832  0.30
C -3.956 0.880 -5.643  -0.74
C -2.706 1.610 -5.136  0.90
C -1.376 1.123 -5.705  0.08
F -1.162 -0.176 -5.393  -0.17
F -0.367 1.851 -5.168  -0.27
F -2.680 1.576 -3.786  -0.22
F -2.837 2.918 -5.495  -0.34
O -4.442 -0.156 -4.818  -0.40
C -3.862 -1.394 -4.933  0.68
C -3.136 -1.788 -3.650  0.30
F -2.190 -0.879 -3.335  -0.25
F -2.517 -2.983 -3.818  -0.35
F -3.038 -1.448 -6.001  -0.27
F -4.853 -2.284 -5.146  -0.30
H -4.753 1.621 -5.651  0.41
H -3.847 0.556 -6.678  0.34
H -1.349 1.245 -6.792  0.26
H -3.836 -1.864 -2.814  0.30
C 0.135 4.602 1.823  -0.67
C -0.434 5.972 2.225  0.77
C -0.336 7.086 1.182  0.11
F 0.949 7.357 0.866  -0.21
F -0.883 8.218 1.689  -0.28
F 0.127 6.367 3.389  -0.28
F -1.762 5.785 2.471  -0.33
O 1.452 4.299 2.260  -0.38
C 2.504 4.760 1.495  0.77
C 3.361 5.769 2.260  0.20
F 2.618 6.820 2.659  -0.21
F 4.341 6.232 1.450  -0.27
F 2.074 5.259 0.319  -0.29
F 3.278 3.688 1.203  -0.28
H -0.489 3.865 2.327  0.49
H 0.009 4.407 0.759  0.32
H -0.883 6.816 0.274  0.30
H 3.810 5.299 3.138  0.25

Computed properties:
**2S+1**: 2
**LUMO energy (alpha / beta)**: 0.393 / -0.092 eV
**Charge**: 0
**Relative energy (zero: lowest compared OMol25 entry of this formula, charge and spin)**: 31.9 kcal/mol

=====

[4]
C4H4N2 | the ωB97M-V functional and the def2-TZVPD basis

Last column: Mulliken charge in e.
CARTESIAN COORDINATES (ANGSTROEM)
N -1.112 2.718 -0.352  -0.41
C -0.599 1.807 0.146  0.33
C 0.029 0.627 0.745  -0.38
C 1.309 0.068 0.174  -0.45
C 0.222 -0.579 -0.110  0.16
N -0.529 -1.487 -0.769  -0.42
H -0.212 0.516 1.806  0.33
H 2.361 0.269 0.060  0.37
H -0.068 -2.169 -1.348  0.23
H -1.401 -1.770 -0.352  0.23

Computed properties:
**SMILES string**: N#C[C@@H]1C=C1N
**LUMO energy**: 0.705 eV
**Charge**: 0
**Relative energy (zero: lowest compared OMol25 entry of this formula, charge and spin)**: 53.4 kcal/mol

=====

Calculated E_tot (hartree), listed in the same order as above: -3971.7566; -3419.6665; -3082.3044; -264.2413
Calculated largest force on an atom (eV Å⁻¹), listed in the same order as above: 1.9; 1.3; 4.2; 1.1